The following is a quantum chemistry calculation of a single C15H17N3O8S2 molecule at a distorted geometry, from the Open Molecules 2025 dataset.

Calculated values
Frontier orbital gap in hartree: 0.3058
LUMO in eV: -1.02
Highest occupied orbital energy in eV: -9.341
SMILES: CSc1ccc(S(=O)(=O)NCC(=O)OCC(=O)N2CCCC2=O)cc1[N+](=O)[O-]

CARTESIAN COORDINATES (ANGSTROEM)
C 1.62357 1.44943 5.01225
S 0.39195 2.60720 4.18854
C -0.50808 1.45289 3.24346
C -1.38530 0.53060 3.94056
C -2.05214 -0.40877 3.38184
C -2.01447 -0.52081 2.05010
S -3.08850 -1.64827 1.04218
O -4.52705 -1.52263 1.27683
O -2.63758 -1.82240 -0.29908
N -2.67162 -3.16838 1.76164
C -1.34777 -3.73129 1.41181
C -0.10721 -2.84469 1.72301
O 0.39542 -2.95164 2.87799
O 0.36284 -2.08288 0.76354
C 1.72521 -1.56577 0.79698
C 2.21783 -0.55045 -0.29047
O 3.04700 0.26075 0.09516
N 1.69471 -0.47222 -1.56480
C 1.65253 0.64769 -2.39975
C 0.69888 0.30473 -3.53478
C 0.84049 -1.23948 -3.64956
C 1.26848 -1.59599 -2.24626
O 1.45448 -2.77068 -2.07701
C -1.29059 0.35145 1.21113
C -0.45403 1.28645 1.84185
N 0.27916 2.08999 1.01455
O -0.21037 2.50997 -0.00977
O 1.45113 2.22859 1.32374
H 1.03853 0.74480 5.67797
H 2.04182 0.84491 4.20883
H 2.36201 2.06256 5.62313
H -1.61433 0.79854 4.99800
H -2.74282 -1.03706 3.86226
H -3.54633 -3.76870 1.60345
H -1.30328 -4.61612 2.08780
H -1.31240 -4.07004 0.32140
H 2.35729 -2.41107 0.85241
H 1.75239 -1.02178 1.74378
H 1.34084 1.50254 -1.90433
H 2.68526 0.87469 -2.83057
H 0.89343 0.86360 -4.55922
H -0.39866 0.55507 -3.36372
H -0.09296 -1.54967 -3.90880
H 1.49468 -1.63875 -4.46534
H -1.24276 0.25997 0.13237

Results of the Mulliken charge analysis, in e, for atoms 1 through 8: C -0.68; S -0.06; C -0.16; C -0.36; C -0.94; C 0.22; S 1.26; O -0.72